Entry 1:
The molecule CH4BClS in a non-equilibrium geometry. Source: OMol25; level of theory: wB97M-V/def2-TZVPD.

Geometry as XYZ:
```
8
Properties=species:S:1:pos:R:3:mulliken_charge:R:1
B 1.3012 -0.0963 -0.4283 0.1049
C -0.0102 -0.0438 0.2857 -0.4220
S -1.4857 -0.4651 -0.3542 0.0612
Cl -3.2832 0.2273 0.4402 -0.1906
H 1.1525 -0.9114 -1.2285 -0.0936
H 2.1137 -0.1818 0.2425 -0.0664
H 0.2961 1.1600 -0.1876 0.1524
H -0.0845 0.3111 1.2301 0.4541
```

* total charge: 0
* SMILES: BCSCl
* LUMO energy: -0.460 eV
* gap between HOMO and LUMO: 8.76 eV
* energy relative to the best compared isomer or geometry (same formula, charge and spin): 81.1 kcal per mole

Entry 2:
A structure of composition C36H65BN5O3P2RbSSi in a non-equilibrium geometry. Source: OMol25; level of theory: wB97M-V/def2-TZVPD.

Geometry as XYZ:
```
115
Properties=species:S:1:pos:R:3:mulliken_charge:R:1
Rb -1.6478 -0.1929 1.7540 0.7369
C -1.8756 -2.6921 -6.0922 -2.0042
C -1.9341 -2.5377 -4.5882 1.7516
C -2.9305 -3.5203 -4.0663 -1.7901
C -2.5002 -1.0344 -4.3356 -1.6322
P -0.3373 -2.6491 -3.5302 -0.0208
C 0.8262 -1.5331 -4.6154 -0.2826
N 1.0359 -0.1924 -4.0620 1.5733
B 1.7196 0.1081 -2.8070 -1.2371
N 1.6888 1.5765 -2.7289 0.2691
C 2.3073 2.4402 -1.7745 -0.9577
P 2.3902 1.7660 0.0583 0.2423
C 3.8110 0.4823 -0.0975 2.0259
C 3.1507 -0.8684 -0.3235 -1.5823
C 4.8959 0.7610 -1.1829 -1.4811
C 4.5104 0.3606 1.2903 -1.7081
C 2.9148 3.4427 0.9933 1.9562
C 4.2598 3.8272 0.3035 -1.6938
C 1.7997 4.4946 0.8655 -2.1147
C 3.1624 3.1844 2.4810 -1.4671
C 0.9897 2.0670 -3.9289 0.3211
C 0.6932 3.3933 -4.2389 -0.9105
C 0.0971 3.6143 -5.5048 -0.4978
C -0.0555 2.6016 -6.4676 -0.7774
C 0.3954 1.2789 -6.1152 -0.2996
C 0.8433 1.0551 -4.7955 0.2799
C 0.5234 -4.2707 -4.0517 1.7976
C 0.8605 -4.4087 -5.5745 -1.9558
C 1.8301 -4.3488 -3.3029 -1.3493
C -0.4261 -5.3899 -3.4964 -1.8754
H -1.6609 -3.6706 -6.5148 0.4029
H -1.2480 -2.0156 -6.6160 0.3995
H -2.8583 -2.4878 -6.5276 0.5394
H -3.8529 -3.3574 -4.6689 0.4899
H -3.1852 -3.3878 -2.9800 0.3009
H -2.7435 -4.6222 -4.2562 0.2444
H -3.4946 -1.0703 -4.8930 0.4844
H -1.8862 -0.3309 -4.9003 0.3234
H -2.7593 -0.7811 -3.2796 0.3405
H 0.3173 -1.3867 -5.6303 -0.5112
H 1.7535 -2.1468 -4.6290 0.2668
H 1.6466 3.3136 -1.6781 0.3910
H 3.3269 2.7517 -2.1256 0.1938
H 2.7432 -1.3183 0.5483 0.4159
H 3.8208 -1.5713 -0.7696 0.5028
H 2.3096 -0.6922 -1.0399 -0.1541
H 4.4241 1.0621 -2.1279 0.1826
H 5.4236 -0.1990 -1.4301 0.4548
H 5.6381 1.5029 -0.8219 0.2828
H 3.7680 0.3114 2.1719 0.2480
H 5.3247 1.1332 1.4536 0.2407
H 5.0315 -0.5804 1.4372 0.5065
H 4.1613 4.1755 -0.7739 0.1335
H 5.0385 3.0231 0.3558 0.1833
H 4.7400 4.5862 0.8313 0.6406
H 1.6875 4.9758 -0.1167 0.2987
H 1.9987 5.2864 1.5913 0.5345
H 0.8454 4.1011 1.1424 0.5817
H 4.2231 2.8598 2.6729 0.2892
H 2.5482 2.3627 2.9053 0.2563
H 2.9488 4.1612 3.0602 0.3858
H 0.8626 4.1093 -3.4476 0.3822
H -0.1693 4.6706 -5.6272 0.3239
H -0.5983 2.7596 -7.4455 0.2800
H 0.6950 0.4952 -6.8323 0.3083
H 1.4524 -3.6174 -5.9125 0.4072
H -0.0088 -4.5992 -6.1400 0.2908
H 1.4995 -5.2537 -5.7010 0.6193
H 2.4138 -3.3821 -3.3946 0.2401
H 2.5568 -5.0383 -3.7400 0.4138
H 1.6526 -4.5691 -2.2395 0.3497
H -1.1820 -5.7323 -4.2948 0.2601
H -0.9260 -5.1663 -2.4995 0.2888
H 0.2681 -6.2505 -3.3310 0.5457
C -4.4276 4.7291 1.1039 -1.3102
C -3.3824 3.6957 1.3386 0.2405
N -3.0744 2.6797 0.5875 0.0171
O -3.4230 2.9656 -0.7596 -0.4857
C -2.9751 3.4458 2.7467 0.1699
C -3.6329 4.1628 3.9727 -1.1971
N -1.9671 2.5758 3.0026 0.2563
O -1.2951 2.9333 4.0097 -0.6773
H -4.2865 5.2464 0.0884 0.3307
H -4.4216 5.5296 1.8569 0.3661
H -5.3607 4.1993 1.1744 0.2939
H -3.1487 2.2237 -1.3168 0.2922
H -3.5097 3.6367 4.9425 0.2643
H -4.6660 4.2716 3.6874 0.4035
H -3.0871 5.1165 4.0840 0.2170
C -3.2017 -1.8460 8.1440 -1.1369
Si -1.6085 -1.1127 7.5131 0.3437
C -0.3381 -1.4618 8.9542 -1.2023
C -1.3643 0.7589 7.0806 -0.7590
C -1.0204 -2.0932 5.9801 0.1853
C 0.0788 -2.9210 5.9975 -0.1276
C 0.3469 -3.5852 4.8139 -0.6495
C -0.3663 -3.2451 3.6369 -0.4553
N -1.3039 -2.3026 3.5684 -0.2183
C -1.7894 -1.9386 4.7211 -0.0113
S -3.1879 -0.8613 4.7860 -0.5582
H -3.4887 -2.5435 7.4312 0.3644
H -4.1117 -1.1554 8.3043 0.2872
H -3.1731 -2.4232 9.0913 0.3518
H -0.7235 -0.9838 9.8194 0.3325
H 0.6768 -1.0870 8.7088 0.2871
H -0.2742 -2.5530 9.0722 0.2774
H -1.6210 1.4065 7.9521 0.3310
H -1.8114 1.0436 6.1295 0.0795
H -0.2990 0.8511 6.9614 0.2827
H 0.7487 -3.0609 6.8436 0.3392
H 1.0583 -4.4227 4.6991 0.2950
H 0.0161 -3.6244 2.6489 0.3055
O -4.0128 -1.5394 1.3286 -0.5794
H -4.0119 -2.5065 1.1425 0.2759
H -4.1050 -1.4332 2.3020 0.3032
```

* total charge: -2
* LUMO energy: 3.521 eV
* gap between HOMO and LUMO: 3.73 eV
* energy relative to the best compared isomer or geometry (same formula, charge and spin): 161.7 kcal per mole

Entry 3:
The molecule C4H11N3O in a non-equilibrium geometry. Source: OMol25; level of theory: wB97M-V/def2-TZVPD.

Geometry as XYZ:
```
19
Properties=species:S:1:pos:R:3:mulliken_charge:R:1
N -1.5102 2.3522 1.0632 -0.5145
C -1.1317 0.9572 1.2977 -0.5463
C 0.1943 0.6594 0.6226 -0.4616
N 0.0626 0.4703 -0.8092 -0.1969
C -0.0400 -0.6604 -1.5648 0.2889
O -0.7400 -0.6931 -2.5541 -0.6415
C 0.8332 -1.8762 -1.2885 -0.2248
N 1.4198 -1.9816 0.0206 -0.6349
H -0.7465 3.0103 1.0991 0.1885
H -2.3042 2.6071 1.6330 0.2044
H -1.0304 0.6872 2.3536 0.2825
H -1.9298 0.3958 0.8718 0.2850
H 0.6229 -0.2045 1.1045 0.3398
H 0.8738 1.4999 0.7983 0.2835
H -0.3957 1.2316 -1.2912 0.2713
H 0.2031 -2.7236 -1.5184 0.3488
H 1.5462 -1.8646 -2.1270 0.2419
H 1.9696 -1.1394 0.1927 0.2416
H 2.1031 -2.7278 0.0960 0.2444
```

* total charge: 0
* SMILES: NCCNC(=O)CN
* LUMO energy: 0.896 eV
* gap between HOMO and LUMO: 10.17 eV
* energy relative to the best compared isomer or geometry (same formula, charge and spin): 28.0 kcal per mole

Entry 4:
The molecule CH3Cl2N3 in a non-equilibrium geometry. Source: OMol25; level of theory: wB97M-V/def2-TZVPD.

Geometry as XYZ:
```
9
Properties=species:S:1:pos:R:3:mulliken_charge:R:1
H -0.8898 2.0633 -0.4381 0.2232
N -0.1371 1.4263 -0.3258 -0.6578
C -0.5504 0.2771 -0.0107 0.6789
N 0.2425 -0.8406 -0.0216 -0.4606
N -1.9114 0.0117 0.3971 -0.1386
Cl -3.0928 1.2267 0.0238 -0.0644
Cl -2.5558 -1.5682 -0.1357 -0.0655
H 1.1897 -0.4826 -0.0040 0.2831
H -0.1616 -1.5643 0.5651 0.2018
```

* total charge: 0
* SMILES: [H]/N=C(/N)N(Cl)Cl
* LUMO energy: -0.463 eV
* gap between HOMO and LUMO: 9.30 eV
* energy relative to the best compared isomer or geometry (same formula, charge and spin): 0.9 kcal per mole

Entry 5:
A cluster of 2 separate species, C6H9Cl3O in total in a non-equilibrium geometry. Source: OMol25; level of theory: wB97M-V/def2-TZVPD.

Geometry as XYZ:
```
19
Properties=species:S:1:pos:R:3:mulliken_charge:R:1
C 0.9539 -1.0793 -0.3851 -0.2351
C 1.1173 0.1867 -0.1995 -0.3494
C 2.0367 -1.9055 -1.1486 -1.1722
C 0.9996 2.2990 1.1633 -1.2302
C 0.3944 0.9966 0.8054 0.8008
C -3.2443 -0.4305 -0.1003 0.6226
O -0.6275 0.6270 1.3830 -0.4375
Cl -4.2883 -0.1361 1.2613 -0.1161
Cl -3.4468 -2.1030 -0.7015 -0.1415
Cl -3.8218 0.5518 -1.5161 -0.1617
H 0.2483 -1.6398 0.1778 0.4424
H 1.9552 0.6592 -0.6513 0.2887
H 2.8646 -1.3013 -1.5985 0.3005
H 1.4234 -2.3847 -1.9272 0.2907
H 2.3272 -2.4592 -0.3636 0.3574
H 0.5692 3.0574 0.4658 0.2826
H 0.6702 2.8118 2.1905 0.3021
H 2.0250 2.3632 1.0160 0.3513
H -2.1565 -0.1131 0.1285 -0.1954
```

* spin multiplicity: 3
* total charge: 0
* LUMO energy (spin up / spin down): 0.751 / -2.946 eV
* gap between HOMO and LUMO (spin up / spin down): 6.98 / 7.22 eV
* ⟨S²⟩: 2.02

Entry 6:
A structure of composition C24H37N4O5RhS2Si2. Source: OMol25; level of theory: wB97M-V/def2-TZVPD.

Geometry as XYZ:
```
75
Properties=species:S:1:pos:R:3:mulliken_charge:R:1
Rh -0.1039 0.2877 -0.0021 -0.1800
C 1.6743 -1.9620 3.6321 -1.0768
Si 1.6250 -1.9313 1.7477 0.2145
C 2.0308 -3.6857 1.1304 -1.2438
C 3.1075 -0.9327 1.1833 -1.0596
N 0.1353 -1.3896 1.0759 0.5940
C -0.9546 -2.2297 0.9525 1.0515
C -1.1289 -3.4090 1.6806 -0.7301
C -2.1619 -4.3074 1.4050 -0.7954
C -3.0467 -4.0245 0.3833 -0.8531
C -2.9302 -2.8185 -0.3157 -0.7144
C -1.9548 -1.8698 -0.0102 0.4118
N -1.8443 -0.6120 -0.5814 1.0347
Si -3.1190 0.3583 -1.2041 -0.2571
C -3.4085 1.9473 -0.2342 -1.0227
C -2.9652 0.7323 -3.0565 -0.7956
C -4.8567 -0.4166 -1.1405 -1.4955
H 2.6402 -2.3453 3.9791 0.3161
H 0.8840 -2.5751 4.0697 0.3058
H 1.5443 -0.9364 3.9858 0.2476
H 3.0013 -3.9938 1.5348 0.4196
H 2.1196 -3.6634 0.0399 0.2153
H 1.2916 -4.4443 1.3913 0.4267
H 4.0054 -1.5264 1.3927 0.4624
H 3.1731 0.0277 1.6890 0.2347
H 3.0608 -0.7400 0.1096 0.1265
H -0.4353 -3.6432 2.4786 0.3015
H -2.2491 -5.2213 1.9838 0.3434
H -3.8373 -4.7198 0.1195 0.3221
H -3.6212 -2.6295 -1.1208 0.3127
H -2.5019 2.4258 0.1254 0.2914
H -3.9982 1.6914 0.6521 0.3179
H -3.9868 2.6614 -0.8309 0.3272
H -2.1611 1.4177 -3.3162 0.0295
H -3.9096 1.1627 -3.4097 0.4930
H -2.7999 -0.2040 -3.5989 0.2044
H -5.1118 -0.8088 -0.1544 0.3728
H -5.0264 -1.1977 -1.8829 0.3493
H -5.5429 0.4087 -1.3671 0.3841
C 1.4237 4.9888 -2.8054 -1.0327
C 0.2874 4.2447 -3.4949 -1.0092
N 0.6236 2.8668 -3.8056 0.3802
C 1.1569 2.6137 -5.1340 -0.6988
C 0.0680 2.2655 -6.1416 -1.1816
C 0.4030 1.8382 -2.9273 0.0869
S -0.1510 2.2511 -1.3829 -0.1947
N 0.6834 0.6357 -3.4654 0.0230
C 0.8337 -0.4922 -2.7768 -0.2450
O 0.8204 -0.7244 -1.5535 -0.3574
C 1.0760 -1.7098 -3.6329 0.4617
C 1.3953 -1.6124 -4.9835 -0.0917
C 1.6107 -2.7574 -5.7364 -0.6953
C 1.4964 -4.0098 -5.1463 -0.3529
C 1.1668 -4.1111 -3.8011 -0.8897
C 0.9582 -2.9668 -3.0462 -0.3257
H 1.1470 6.0309 -2.6288 0.3980
H 2.3261 4.9743 -3.4222 0.3028
H 1.6455 4.5230 -1.8458 0.2536
H 0.0317 4.7349 -4.4401 0.4857
H -0.6035 4.2565 -2.8685 0.4420
H 1.8836 1.8066 -5.0755 0.3827
H 1.6905 3.5178 -5.4439 0.5032
H -0.4237 1.3422 -5.8358 0.1920
H 0.4879 2.1334 -7.1426 0.3834
H -0.6848 3.0558 -6.1890 0.4269
H 1.4707 -0.6279 -5.4253 0.2569
H 1.8647 -2.6735 -6.7869 0.3970
H 1.6580 -4.9051 -5.7358 0.3521
H 1.0653 -5.0842 -3.3364 0.4108
H 0.6908 -3.0223 -1.9985 0.5134
O 0.7935 1.2809 3.3929 -0.7316
S 0.4475 1.8761 2.1155 1.4200
O 0.3731 3.3237 2.1468 -0.7610
O 1.3927 1.3990 1.0141 -0.8080
O -0.8749 1.2812 1.5826 -0.5835
```

* total charge: -2
* LUMO energy: 4.330 eV
* gap between HOMO and LUMO: 5.09 eV
* energy relative to the best compared isomer or geometry (same formula, charge and spin): 3.8 kcal per mole

no.,energy (Eh)
1,-923.6007
2,-3329.3531
3,-398.5096
4,-1124.4778
5,-1689.6375
6,-3018.1360